(1)
{"formula": "C3HLuO3", "method": "ωB97M-V with the def2-TZVPD basis set", "symbols": ["O", "Lu", "O", "C", "O", "C", "H", "C"], "coordinates": [[1.472, 0.218, 0.517], [0.971, -1.276, 2.029], [-1.133, -1.765, 1.170], [-1.942, -1.553, 0.342], [-2.682, -1.188, -0.463], [1.001, 1.830, -1.252], [0.894, 2.520, -2.068], [1.420, 1.214, -0.276]], "forces_ev_per_a": [[-0.6, -4.0, 4.8], [0.2, 3.3, -4.1], [2.1, -0.6, 1.7], [-2.6, 2.2, -3.1], [1.5, -1.4, 1.8], [1.2, -0.2, 1.3], [-0.1, -0.1, 0.2], [-1.7, 0.7, -2.6]], "mulliken_charge": [-0.627, 2.188, -0.554, 0.792, -0.107, -0.222, 0.391, 0.138], "lumo_ev": [-12.02, -12.02], "mol_weight_g_mol": 260.00, "homo_ev": [-16.59, -16.59], "gap_ev": [4.57, 4.57], "total_charge": 2}

---

(2)
{"formula": "C24H24F3NO5PS2", "method": "ωB97M-V with the def2-TZVPD basis set", "symbols": ["C", "C", "O", "C", "C", "P", "C", "C", "C", "C", "C", "C", "C", "C", "C", "C", "C", "C", "O", "O", "H", "H", "H", "H", "H", "H", "H", "H", "H", "H", "H", "H", "H", "H", "H", "H", "C", "N", "S", "C", "F", "F", "F", "S", "C", "C", "C", "C", "C", "C", "O", "O", "H", "H", "H", "H", "H", "H", "H", "H"], "coordinates": [[5.693, 0.328, 2.124], [4.658, -0.612, 1.557], [3.396, 0.092, 1.534], [2.418, -0.636, 0.919], [1.095, -0.087, 1.112], [-0.132, -0.855, 0.125], [-0.166, -2.608, 0.630], [0.385, -3.022, 1.843], [0.361, -4.375, 2.209], [-0.206, -5.330, 1.356], [-0.743, -4.912, 0.132], [-0.717, -3.562, -0.238], [-1.659, -0.153, 0.830], [-1.907, -0.261, 2.197], [-3.070, 0.304, 2.735], [-3.961, 1.001, 1.907], [-3.712, 1.089, 0.530], [-2.565, 0.505, -0.013], [-0.129, -0.707, -1.365], [2.660, -1.658, 0.265], [6.612, -0.211, 2.364], [5.944, 1.095, 1.386], [5.324, 0.820, 3.029], [4.923, -0.931, 0.540], [4.561, -1.513, 2.184], [1.013, 0.926, 1.455], [0.855, -2.283, 2.496], [0.783, -4.677, 3.166], [-0.227, -6.383, 1.646], [-1.177, -5.654, -0.540], [-1.106, -3.242, -1.206], [-1.184, -0.771, 2.840], [-3.275, 0.182, 3.802], [-4.850, 1.467, 2.335], [-4.422, 1.606, -0.120], [-2.360, 0.550, -1.086], [-1.960, 2.542, 5.086], [-1.170, 3.733, 4.892], [0.324, 3.326, 4.035], [1.306, 3.452, 5.569], [2.620, 3.570, 5.222], [0.961, 4.536, 6.313], [1.141, 2.341, 6.354], [-1.971, 5.169, 4.496], [-3.284, 5.091, 5.707], [-4.605, 4.854, 5.291], [-5.610, 4.724, 6.253], [-5.312, 4.883, 7.607], [-4.005, 5.172, 8.007], [-2.986, 5.289, 7.058], [-1.092, 6.260, 4.827], [-2.594, 5.060, 3.206], [-1.297, 1.791, 5.510], [-2.769, 2.755, 5.786], [-2.359, 2.191, 4.123], [-4.827, 4.746, 4.229], [-6.633, 4.500, 5.933], [-6.104, 4.794, 8.356], [-3.764, 5.315, 9.064], [-1.960, 5.521, 7.347]], "forces_ev_per_a": [[0.1, 0.2, -0.1], [-0.3, 0.1, 0.0], [1.3, -0.6, 0.1], [-2.3, 0.1, -0.6], [1.0, -1.1, -0.6], [1.1, 0.9, 0.1], [-0.1, -0.3, -0.2], [-0.1, -0.6, 0.2], [-0.2, 0.1, -0.2], [0.0, 0.5, 0.0], [0.1, 0.0, 0.1], [0.1, -0.2, 0.4], [-0.2, 0.0, -0.2], [-0.5, 0.3, 0.2], [0.1, -0.1, -0.3], [0.2, -0.2, -0.1], [0.0, 0.0, 0.2], [-0.1, -0.1, 0.3], [-0.5, -0.3, 0.1], [0.5, 0.4, 0.6], [0.0, 0.0, 0.0], [-0.1, 0.0, 0.1], [0.1, -0.1, -0.1], [-0.1, 0.0, 0.3], [0.0, 0.2, -0.2], [-0.3, 0.3, 0.2], [-0.2, -0.2, -0.3], [0.0, 0.0, -0.2], [0.0, 0.3, -0.1], [0.1, 0.2, 0.1], [0.1, 0.0, 0.3], [-0.3, 0.1, -0.2], [0.0, 0.1, -0.3], [0.2, -0.1, -0.1], [0.2, -0.1, 0.2], [0.0, 0.0, 0.4], [-0.8, -0.5, -0.4], [1.4, 0.3, -0.6], [-0.9, 1.1, 1.1], [0.3, 0.3, 0.1], [-1.1, -0.3, 0.6], [0.6, -1.1, -0.5], [0.4, 1.1, -0.5], [0.1, -0.2, 0.4], [-0.6, 0.3, 0.2], [0.4, -0.2, 0.2], [0.1, 0.1, -0.1], [0.1, 0.0, 0.0], [0.1, 0.1, -0.1], [-0.1, -0.1, -0.2], [-0.3, -0.6, -0.4], [0.3, 0.2, 0.1], [-0.2, -0.1, 0.0], [0.0, -0.2, -0.1], [0.0, -0.1, 0.4], [0.1, 0.0, 0.3], [0.4, 0.1, 0.1], [0.3, 0.0, -0.3], [-0.1, -0.1, -0.4], [-0.3, -0.1, 0.0]], "mulliken_charge": [-1.165, -0.180, -0.278, 0.241, -0.746, 1.502, 0.259, -0.028, -0.779, -0.385, -0.454, -0.588, -0.095, -0.149, -0.708, -0.184, -0.519, -0.507, -0.848, -0.719, 0.373, 0.287, 0.266, 0.270, 0.267, 0.441, 0.242, 0.341, 0.354, 0.343, 0.384, 0.247, 0.460, 0.365, 0.356, 0.431, -1.354, 0.076, -0.040, 0.701, -0.224, -0.203, -0.246, 1.276, -0.417, -0.133, -0.487, -0.331, -0.586, -0.097, -0.671, -0.674, 0.391, 0.326, 0.642, 0.452, 0.376, 0.358, 0.370, 0.399], "lumo_ev": 1.76, "mol_weight_g_mol": 558.56, "homo_ev": -3.78, "gap_ev": 5.53, "total_charge": -1}

---

(3)
{"formula": "C31H20Cl2N2O3PS5V", "method": "ωB97M-V with the def2-TZVPD basis set", "symbols": ["V", "Cl", "C", "C", "C", "Cl", "C", "C", "C", "C", "N", "C", "C", "O", "H", "H", "H", "H", "S", "C", "S", "C", "C", "S", "S", "S", "O", "N", "C", "C", "C", "C", "C", "C", "C", "P", "C", "C", "C", "C", "C", "C", "C", "C", "C", "C", "C", "C", "H", "H", "H", "H", "H", "H", "H", "H", "H", "H", "H", "H", "H", "H", "H", "H", "O"], "coordinates": [[0.157, 0.971, 0.047], [-0.705, 5.429, -2.009], [-0.421, 3.905, -2.813], [-0.413, 3.861, -4.202], [-0.180, 2.666, -4.847], [-0.162, 2.656, -6.605], [0.048, 1.463, -4.151], [0.328, 0.193, -4.735], [0.584, -0.880, -3.870], [0.513, -0.733, -2.509], [0.183, 0.452, -1.908], [0.006, 1.549, -2.745], [-0.206, 2.758, -2.048], [-0.185, 2.725, -0.740], [-0.581, 4.766, -4.769], [0.380, 0.084, -5.808], [0.840, -1.855, -4.267], [0.701, -1.569, -1.848], [6.404, 2.351, 4.029], [5.022, 2.090, 3.121], [5.026, 1.741, 1.442], [3.301, 1.561, 1.200], [2.546, 1.756, 2.304], [0.825, 1.583, 2.353], [3.431, 2.149, 3.759], [2.669, 1.098, -0.345], [-2.698, -0.949, -1.609], [-1.865, -1.755, -0.900], [-2.243, -2.951, -0.802], [-1.440, -3.917, -0.052], [-1.916, -5.234, -0.085], [-1.294, -6.256, 0.604], [-0.172, -5.963, 1.362], [0.299, -4.663, 1.398], [-0.300, -3.615, 0.694], [0.506, -1.921, 0.928], [2.264, -2.424, 0.799], [3.213, -1.668, 1.482], [4.567, -1.912, 1.316], [4.995, -2.892, 0.432], [4.060, -3.624, -0.286], [2.704, -3.392, -0.102], [0.216, -1.863, 2.744], [-1.006, -1.304, 3.121], [-1.369, -1.255, 4.457], [-0.508, -1.735, 5.435], [0.718, -2.268, 5.068], [1.075, -2.336, 3.729], [-2.262, -0.085, -1.508], [-3.172, -3.297, -1.262], [-2.803, -5.444, -0.672], [-1.686, -7.265, 0.556], [0.335, -6.735, 1.928], [1.174, -4.452, 1.999], [2.892, -0.869, 2.140], [5.287, -1.309, 1.856], [6.054, -3.070, 0.289], [4.382, -4.375, -0.997], [1.985, -3.970, -0.671], [-1.643, -0.866, 2.359], [-2.315, -0.808, 4.738], [-0.784, -1.675, 6.481], [1.406, -2.625, 5.826], [2.040, -2.746, 3.458], [-1.311, 0.645, 0.614]], "forces_ev_per_a": [[-0.8, 0.6, 0.4], [0.0, 0.0, 0.0], [0.0, 0.1, 0.0], [0.0, 0.0, 0.0], [0.0, 0.0, 0.0], [0.0, 0.0, 0.0], [0.0, 0.0, -0.1], [0.0, 0.1, 0.0], [0.0, 0.0, 0.1], [0.0, 0.0, 0.0], [0.0, -0.1, -0.4], [0.0, -0.1, 0.1], [0.0, 0.0, -0.1], [0.1, 0.0, 0.1], [0.0, 0.0, 0.0], [0.0, 0.0, 0.0], [0.0, 0.0, 0.0], [0.0, 0.0, 0.0], [-0.1, 0.0, 0.0], [0.0, 0.1, 0.0], [0.0, 0.0, 0.0], [0.1, 0.0, -0.1], [0.0, 0.1, 0.1], [0.0, 0.0, 0.0], [0.1, 0.0, 0.0], [0.2, -0.2, 0.0], [0.0, 0.1, 0.0], [0.2, 0.3, 0.0], [-0.3, -0.1, -0.2], [-0.2, -0.2, -0.1], [0.0, 0.0, 0.0], [0.0, 0.0, 0.0], [0.0, 0.0, 0.0], [0.1, -0.1, 0.1], [0.5, 0.0, 0.3], [0.1, -0.3, 0.0], [0.0, 0.0, 0.0], [0.0, 0.0, 0.1], [0.0, 0.0, 0.0], [0.0, 0.0, 0.0], [0.0, 0.0, 0.0], [0.0, 0.0, 0.0], [-0.1, 0.0, 0.0], [0.0, 0.0, 0.0], [0.0, 0.0, 0.0], [0.0, 0.0, 0.0], [0.0, 0.0, 0.0], [0.0, 0.0, 0.0], [0.0, 0.0, 0.0], [0.0, 0.0, 0.0], [0.0, 0.0, 0.0], [0.0, 0.0, 0.0], [0.0, 0.0, 0.0], [0.0, 0.0, 0.0], [0.0, 0.0, 0.0], [0.0, 0.0, 0.0], [0.0, 0.0, 0.0], [0.0, 0.0, 0.0], [0.0, 0.0, 0.0], [0.0, 0.0, 0.0], [0.0, 0.0, 0.0], [0.0, 0.0, 0.0], [0.0, 0.0, 0.0], [0.0, 0.0, 0.0], [0.3, -0.2, -0.2]], "lowdin_spin": [1.088, 0.006, 0.021, 0.030, 0.039, 0.004, 0.031, 0.271, 0.063, 0.163, 0.188, 0.056, 0.039, 0.024, 0.002, 0.021, -0.002, 0.009, 0.000, 0.000, 0.001, 0.006, -0.001, 0.014, 0.000, 0.000, 0.000, 0.002, 0.002, 0.000, 0.000, 0.000, 0.000, 0.000, 0.000, 0.003, 0.000, 0.000, 0.000, 0.000, 0.000, 0.000, 0.001, 0.000, 0.000, 0.000, 0.000, 0.000, 0.000, 0.000, 0.000, 0.000, 0.000, 0.000, 0.000, 0.000, 0.000, 0.000, 0.000, 0.000, 0.000, 0.000, 0.000, 0.000, -0.082], "lumo_ev": [4.02, 4.02], "mol_weight_g_mol": 781.67, "spin_multiplicity": 3, "s_squared": 2.0310, "homo_ev": [-0.12, -1.63], "gap_ev": [4.15, 5.65], "total_charge": -2}

---

(4)
{"formula": "C27H35CaN8P2S", "method": "ωB97M-V with the def2-TZVPD basis set", "symbols": ["Ca", "C", "C", "N", "N", "C", "N", "S", "C", "C", "C", "C", "C", "N", "H", "H", "H", "H", "H", "H", "H", "H", "H", "C", "P", "C", "C", "C", "P", "C", "C", "H", "H", "H", "H", "H", "H", "H", "H", "H", "H", "H", "H", "H", "H", "H", "H", "N", "C", "C", "C", "C", "N", "C", "C", "H", "H", "H", "H", "N", "C", "N", "C", "C", "C", "C", "C", "C", "H", "H", "H", "H", "H", "H"], "coordinates": [[0.705, 0.305, 0.184], [-2.506, -2.580, 2.146], [-1.239, -1.947, 1.660], [-1.215, -0.959, 0.836], [-2.412, -0.562, 0.307], [-2.533, 0.723, 0.109], [-3.663, 1.136, -0.533], [-1.443, 1.988, 0.571], [0.074, -2.467, 2.104], [0.203, -3.312, 3.206], [1.455, -3.793, 3.548], [2.547, -3.443, 2.769], [2.331, -2.594, 1.698], [1.142, -2.102, 1.377], [-3.344, -1.918, 1.948], [-2.464, -2.795, 3.212], [-2.686, -3.521, 1.622], [-4.409, 0.463, -0.617], [-3.919, 2.102, -0.434], [-0.658, -3.587, 3.795], [1.572, -4.444, 4.403], [3.537, -3.822, 2.979], [3.157, -2.294, 1.058], [4.489, 3.139, -0.127], [2.775, 2.639, -0.563], [1.823, 3.825, 0.458], [2.613, 3.402, -2.235], [1.166, 3.380, -2.727], [0.406, 1.703, -2.648], [1.184, 0.924, -4.118], [-1.266, 2.072, -3.276], [5.211, 2.606, -0.746], [4.683, 2.899, 0.919], [4.638, 4.211, -0.264], [2.152, 4.851, 0.283], [1.963, 3.580, 1.512], [0.758, 3.747, 0.239], [3.259, 2.846, -2.921], [2.987, 4.429, -2.207], [1.107, 3.755, -3.753], [0.547, 4.038, -2.112], [1.009, 1.509, -5.023], [0.777, -0.077, -4.263], [2.261, 0.830, -3.967], [-1.237, 2.651, -4.201], [-1.808, 2.626, -2.509], [-1.804, 1.140, -3.452], [3.558, -5.145, -4.655], [3.140, -4.309, -3.989], [2.623, -3.272, -3.148], [1.320, -3.341, -2.660], [0.875, -2.321, -1.838], [1.630, -1.274, -1.506], [2.870, -1.209, -1.986], [3.418, -2.181, -2.804], [0.675, -4.170, -2.912], [-0.128, -2.341, -1.425], [3.444, -0.332, -1.707], [4.431, -2.095, -3.170], [3.775, 0.018, 3.565], [3.455, 0.401, 2.306], [2.179, 0.631, 2.152], [1.606, 0.398, 3.397], [0.278, 0.512, 3.810], [-0.001, 0.192, 5.122], [1.003, -0.223, 6.011], [2.323, -0.323, 5.622], [2.603, -0.003, 4.298], [4.700, -0.184, 3.902], [4.196, 0.490, 1.526], [-0.492, 0.854, 3.128], [-1.017, 0.273, 5.485], [0.735, -0.457, 7.032], [3.096, -0.627, 6.314]], "forces_ev_per_a": [[0.4, 0.1, -0.2], [0.0, 0.0, -0.1], [-0.3, 0.2, -0.2], [0.0, -0.3, 0.3], [-0.4, -0.1, -0.1], [-0.1, 0.3, -0.2], [-0.1, -0.3, 0.0], [0.3, 0.2, 0.2], [0.3, -0.2, 0.1], [0.0, 0.1, -0.1], [0.1, 0.0, 0.0], [0.0, 0.0, 0.0], [0.1, 0.0, 0.0], [-0.2, 0.2, 0.0], [0.0, 0.0, 0.0], [0.0, 0.0, 0.0], [0.0, 0.0, 0.0], [0.0, 0.0, 0.0], [0.0, 0.0, 0.0], [0.0, 0.0, 0.0], [0.0, 0.0, 0.0], [0.0, 0.0, 0.0], [0.0, 0.0, 0.0], [0.0, -0.1, 0.0], [0.1, 0.1, 0.0], [0.0, 0.0, 0.0], [0.0, 0.0, 0.1], [-0.1, 0.0, 0.0], [-0.1, -0.1, -0.1], [0.0, 0.0, 0.0], [0.0, 0.0, 0.0], [0.0, 0.0, 0.0], [0.0, 0.0, 0.0], [0.0, 0.0, 0.0], [0.0, 0.0, 0.0], [0.0, 0.0, 0.0], [0.0, 0.0, 0.0], [0.0, 0.0, 0.0], [0.0, 0.0, 0.0], [0.0, 0.0, 0.0], [0.0, 0.0, 0.0], [0.0, 0.0, 0.0], [0.0, 0.0, 0.0], [0.0, 0.0, 0.0], [0.0, 0.0, 0.0], [0.0, 0.0, 0.0], [0.0, 0.0, 0.0], [0.0, 0.0, 0.0], [0.1, -0.2, -0.1], [-0.1, 0.3, 0.2], [0.1, 0.1, 0.0], [-0.1, -0.1, -0.1], [0.1, 0.0, 0.0], [0.1, 0.0, -0.1], [-0.1, 0.0, 0.0], [0.0, 0.0, 0.0], [0.0, 0.0, 0.0], [0.0, 0.0, 0.0], [0.0, 0.0, 0.0], [0.0, 0.0, -0.1], [0.1, 0.0, 0.1], [-0.1, 0.2, -0.1], [0.2, -0.1, 0.3], [0.0, 0.0, 0.0], [-0.1, 0.0, 0.0], [0.0, 0.0, 0.0], [0.0, 0.0, 0.0], [-0.2, 0.1, -0.1], [0.0, 0.0, 0.0], [0.0, 0.0, 0.0], [0.0, 0.0, 0.0], [0.0, 0.0, 0.0], [0.0, 0.0, 0.0], [0.0, 0.0, 0.0]], "mulliken_charge": [1.065, -1.581, -0.395, 1.459, -1.648, 0.439, -0.395, -0.464, 1.155, -1.061, -0.679, -1.054, -0.143, 0.452, 0.450, 0.421, 0.270, 0.257, 0.263, 0.336, 0.448, 0.474, 0.477, -1.464, 1.265, -1.355, -1.171, -1.275, 1.259, -1.610, -1.451, 0.382, 0.363, 0.469, 0.463, 0.302, 0.216, 0.382, 0.585, 0.590, 0.406, 0.463, 0.358, 0.343, 0.456, 0.319, 0.408, -0.415, -0.306, 0.494, -0.663, -0.774, 0.965, -0.754, -0.609, 0.551, 0.415, 0.421, 0.541, 0.065, -0.999, 0.098, 0.544, -0.527, -0.823, -0.508, -1.209, 0.713, 0.226, 0.535, 0.415, 0.480, 0.417, 0.458], "lumo_ev": -2.97, "mol_weight_g_mol": 605.73, "homo_ev": -10.17, "gap_ev": 7.20, "total_charge": 1}